Record 1
C16H33N2O14RbS3 as an isolated structure at a distorted geometry, computed with ωB97M-V with the def2-TZVPD basis set.

Each line ends with the Mulliken charge.
CARTESIAN COORDINATES (ANGSTROEM)
C1 13.650 6.519 -3.697  -0.697
N1 17.232 9.207 -8.785  0.006
H1 12.536 2.314 -10.510  0.387
H2 17.191 3.630 -11.193  0.065
C2 18.530 9.334 -8.506  -0.168
H3 22.782 6.256 -7.240  0.321
H4 15.142 2.569 -10.994  0.296
H5 13.658 7.112 -12.447  -0.011
H6 11.655 8.998 -11.024  0.346
H7 11.162 7.791 -12.118  0.316
H8 23.546 7.106 -10.077  0.296
C3 14.338 3.261 -11.244  0.497
H9 13.029 1.824 -12.124  0.354
O1 11.103 8.102 -8.401  -0.654
N2 16.643 2.820 -7.787  0.764
C4 18.680 11.615 -9.255  -0.298
C5 19.300 10.485 -8.727  -0.548
H10 23.284 8.304 -8.780  0.277
H11 18.213 4.465 -12.470  0.399
H12 13.389 8.675 -13.029  0.433
O2 11.986 7.050 -10.480  -0.217
H13 17.141 3.141 -12.937  0.413
O3 13.254 5.243 -3.235  -1.015
H14 14.539 6.846 -3.158  0.128
S1 12.240 7.367 -8.898  1.013
C6 16.608 10.315 -9.334  -0.298
H15 19.180 12.552 -9.454  0.387
C7 13.734 6.762 -5.268  0.042
C8 17.305 11.558 -9.464  -0.567
O4 15.989 2.631 -6.786  -0.593
C9 11.995 8.064 -11.471  -0.535
H16 19.012 8.470 -8.073  0.364
H17 14.051 7.775 -5.512  0.115
O5 18.869 5.818 -7.767  -0.399
S2 15.825 5.075 -12.380  0.765
O6 17.631 2.159 -8.127  -0.716
H18 16.769 12.415 -9.844  0.352
Rb1 16.159 6.545 -8.414  0.560
H19 12.729 6.834 -5.684  -0.036
H20 12.034 5.447 -7.368  0.420
H21 13.181 5.222 -8.589  0.054
H22 19.695 3.151 -9.333  0.373
H23 11.384 5.136 -9.001  0.362
H24 24.598 7.198 -8.589  0.375
C10 20.178 4.109 -9.529  -0.676
O7 13.584 7.984 -8.864  -0.480
C11 12.179 5.621 -8.434  -0.696
H25 21.183 4.002 -9.935  0.366
C12 22.664 6.206 -8.323  -0.259
H26 19.516 4.507 -10.298  0.045
H27 12.361 3.486 -11.767  0.314
C13 12.997 2.666 -11.433  -1.451
O8 21.281 6.395 -8.606  -0.232
C14 17.278 3.958 -12.229  -0.802
C15 23.592 7.282 -9.002  -1.181
O9 20.844 4.437 -6.956  -0.611
O10 14.585 3.995 -12.380  -0.350
H28 20.342 10.387 -8.461  0.365
O11 15.822 5.673 -13.745  -0.639
O12 15.657 5.887 -11.157  -0.098
H29 12.956 7.259 -3.297  0.248
H30 15.538 10.310 -9.485  0.409
C16 13.354 8.101 -12.103  -0.422
H31 14.090 8.567 -11.449  -0.001
H32 22.963 5.191 -8.585  0.366
S3 20.197 5.241 -8.005  0.910
H33 14.290 3.909 -10.369  -0.036
O13 14.449 5.840 -6.069  -0.470
O14 16.254 3.664 -8.542  -0.344

Its total charge is -2. The calculation puts the largest force on an atom at 5.792 eV Å⁻¹. Its HOMO energy is 1.6 eV. For the calculated total energy, the calculation gives -81923.56824 eV.

Record 2
An isolated ion of composition C5H8Cl2N2O2P and charge +1 at a distorted geometry, computed with ωB97M-V with the def2-TZVPD basis set.

Each line ends with the natural charge from an NBO analysis.
CARTESIAN COORDINATES (ANGSTROEM)
O1 2.929 1.891 1.470  -1.020
H1 4.344 -0.842 0.656  0.289
H2 0.901 2.666 0.858  0.274
Cl1 2.899 -3.293 0.181  0.116
Cl2 3.446 2.004 -1.334  -0.161
N1 -0.653 -0.551 -0.373  -0.549
H3 -2.353 -1.856 -0.593  0.257
C1 2.525 -1.614 0.016  0.310
H4 -0.322 1.307 1.355  0.235
C2 -1.298 -1.876 -0.213  -0.426
C3 3.342 -0.665 0.417  -0.659
H5 -1.242 0.114 -0.810  0.433
C4 0.270 1.819 0.599  -0.410
O2 1.301 -1.439 -0.584  -0.440
H6 -0.975 -2.168 0.745  0.228
C5 0.607 -0.346 -0.305  0.814
H7 -0.810 -2.642 -0.751  0.228
N2 1.185 0.791 0.051  -0.693
H8 -0.400 2.095 -0.309  0.202
P1 2.859 1.086 0.289  1.972

Its total charge is +1. The calculation puts the largest force on an atom at 2.972 eV Å⁻¹. Its HOMO energy is -14.3 eV. Its structure (SMILES) is C/[NH+]=C1\OC(Cl)=C[P@@](=O)(Cl)N1C. The calculation puts the relative energy (zero: lowest compared OMol25 entry of this formula, charge and spin) at 0.00 kcal per mole. For the calculated total energy, the calculation gives -46717.29896 eV.

Record 3
C6H6AuBF4N2OSbSe4 as an isolated structure, computed with ωB97M-V with the def2-TZVPD basis set.

Each line ends with the natural charge from an NBO analysis.
CARTESIAN COORDINATES (ANGSTROEM)
C1 -1.890 0.707 2.379  0.503
Sb1 0.846 -3.846 1.697  1.022
Se1 -1.337 -4.713 1.623  -0.597
H1 -0.398 0.360 -5.253  0.218
C2 0.329 0.503 -4.468  -0.312
N1 0.904 0.262 -2.156  -0.559
H2 3.641 1.704 -1.437  0.383
Au1 0.357 -0.726 -0.125  0.682
F1 -0.677 1.556 0.169  -0.607
H3 -0.905 -0.329 -2.928  0.206
H4 1.839 1.422 -5.702  0.208
N2 2.947 0.985 -1.329  -0.779
C3 0.049 0.114 -3.182  0.097
H5 2.516 0.977 -0.417  0.408
H6 3.416 1.732 -3.822  0.208
Se2 1.777 -3.307 3.776  -0.576
Se3 -1.460 -0.978 2.081  -0.051
F2 0.935 3.010 -0.615  -0.582
Se4 1.707 -2.772 -0.300  -0.662
F3 -1.105 3.819 0.115  -0.564
O1 -2.213 1.769 2.630  -0.421
C4 2.082 0.844 -2.381  0.419
C5 1.571 1.092 -4.705  -0.139
C6 2.451 1.267 -3.670  -0.295
F4 -0.978 2.625 -1.859  -0.572
B1 -0.459 2.788 -0.566  1.359

Its total charge is -1. The calculation puts the largest force on an atom at 0.881 eV Å⁻¹. Its HOMO energy is -5.4 eV. The calculation puts the relative energy (zero: lowest compared OMol25 entry of this formula, charge and spin) at 0.00 kcal per mole. For the calculated total energy, the calculation gives -294518.70841 eV.

Record 4
A 3-piece molecular cluster, C3H12N2O2 overall at a distorted geometry, computed with ωB97M-V with the def2-TZVPD basis set.

Each line ends with the natural charge from an NBO analysis.
CARTESIAN COORDINATES (ANGSTROEM)
H1 -1.779 2.208 -0.662  0.361
H2 0.692 1.467 3.335  0.383
O1 2.863 -2.047 -4.442  -0.943
H3 -3.206 -2.276 -0.122  0.461
C1 -0.357 1.156 0.235  -0.147
H4 2.084 -1.925 -5.016  0.472
H5 -2.462 -1.326 -0.934  0.464
H6 -1.511 2.632 0.899  0.348
H7 0.133 0.855 -0.686  0.194
H8 3.612 -2.265 -4.992  0.470
H9 1.303 -1.035 0.867  0.226
H10 1.655 -0.577 2.476  0.197
C2 0.389 0.881 1.328  0.126
N1 0.192 1.649 2.490  -0.845
N2 -1.619 1.846 0.265  -0.808
H11 -0.309 2.510 2.510  0.368
C3 0.870 -0.500 1.714  -0.631
H12 -0.020 -0.980 2.117  0.227
O2 -2.307 -2.078 -0.378  -0.924

The calculation puts the largest force on an atom at 2.079 eV Å⁻¹. Its HOMO energy is -6.8 eV. Its structure (SMILES) is C/C(N)=C/N.O.O. The calculation puts the relative energy (zero: lowest compared OMol25 entry of this formula, charge and spin) at 56.14 kcal per mole. For the calculated total energy, the calculation gives -10379.11506 eV.

Number 1: frontier orbital gap 1.31 eV. Number 2: frontier orbital gap 10.61 eV. Number 3: frontier orbital gap 6.33 eV. Number 4: frontier orbital gap 7.65 eV.